# 1
This record from the Open Molecules 2025 dataset describes a molecular structure, C44H121N12O14Tl at a distorted geometry. The level of theory is ωB97M-V/def2-TZVPD.

Last column: Mulliken charge in e.
Atoms and positions in Å:
Tl1 1.969 -0.587 1.554  2.809
N1 -0.156 -1.427 -0.104  0.365
O1 -1.074 -1.941 -0.702  -0.552
O2 0.166 -1.909 1.053  -0.842
O3 0.659 -0.527 -0.528  0.496
C1 2.086 3.000 -1.502  -0.526
C2 2.633 1.752 -0.815  0.753
C3 4.080 2.158 -0.643  -0.958
O4 4.762 1.159 0.128  -0.135
C4 6.178 1.434 0.283  -0.923
N2 1.964 1.540 0.502  0.245
H1 2.763 3.365 -2.285  -0.227
H2 1.934 3.850 -0.833  0.456
H3 1.091 2.881 -2.050  -0.089
H4 2.497 0.832 -1.379  -0.261
H5 4.084 3.108 -0.069  0.591
H6 4.414 2.327 -1.684  0.066
H7 6.351 2.529 0.397  0.366
H8 6.802 1.098 -0.627  0.263
H9 6.675 0.859 1.131  0.270
H10 1.004 1.624 0.262  -0.403
H11 2.221 2.261 1.119  0.420
C5 -3.225 3.978 6.119  -1.482
C6 -3.072 2.825 7.144  0.963
C7 -2.586 1.616 6.393  -0.782
O5 -3.531 1.138 5.418  -0.209
C8 -4.470 0.216 5.887  -0.733
N3 -1.935 3.091 8.033  -0.572
H12 -2.260 4.062 5.647  0.421
H13 -3.590 4.907 6.550  0.437
H14 -3.861 3.591 5.329  0.239
H15 -3.998 2.579 7.644  0.284
H16 -2.250 0.685 6.986  0.243
H17 -1.795 1.808 5.716  0.011
H18 -4.100 -0.837 5.627  0.191
H19 -5.477 0.414 5.460  0.259
H20 -4.690 0.194 6.996  0.356
H21 -1.806 2.317 8.623  0.174
H22 -1.893 4.017 8.336  0.207
C9 3.549 -3.939 -1.036  -1.298
C10 3.224 -3.319 0.316  0.781
C11 4.276 -3.868 1.308  -1.380
O6 4.121 -3.362 2.593  -0.063
C12 5.178 -3.706 3.426  -0.697
N4 3.399 -1.816 0.239  -0.117
H23 2.851 -3.525 -1.787  -0.006
H24 3.578 -5.070 -1.034  0.562
H25 4.628 -3.726 -1.357  0.315
H26 2.189 -3.508 0.505  0.136
H27 5.319 -3.558 0.928  0.464
H28 4.328 -4.925 1.312  0.665
H29 5.117 -4.757 3.645  0.328
H30 5.079 -3.135 4.389  -0.055
H31 6.043 -3.473 2.864  0.454
H32 4.327 -1.450 0.441  0.229
H33 3.205 -1.592 -0.695  -0.015
C13 3.696 1.957 4.234  -0.974
C14 4.547 0.656 4.007  0.234
C15 4.571 -0.354 5.196  -1.090
O7 3.273 -0.863 5.475  -0.476
C16 3.343 -1.473 6.806  -1.074
N5 4.125 -0.016 2.712  -0.174
H34 2.703 1.658 4.574  -0.071
H35 3.580 2.541 3.314  0.241
H36 4.264 2.554 4.976  0.560
H37 5.640 0.951 3.967  0.455
H38 4.853 0.217 6.098  0.471
H39 5.333 -1.142 5.014  0.483
H40 4.238 -2.108 6.884  0.382
H41 2.488 -2.086 6.828  0.471
H42 3.349 -0.731 7.660  0.272
H43 4.607 -0.882 2.584  0.100
H44 4.406 0.567 1.985  -0.101
C17 -3.394 -1.678 2.365  -2.010
C18 -4.599 -1.695 1.391  2.325
C19 -5.219 -3.051 1.227  -0.382
O8 -4.400 -3.870 0.324  -0.245
C20 -5.116 -4.884 -0.355  -0.749
N6 -5.694 -0.827 1.839  -0.826
H45 -3.625 -1.972 3.347  0.375
H46 -2.979 -0.674 2.362  0.254
H47 -2.550 -2.186 2.064  0.544
H48 -4.216 -1.300 0.471  -0.834
H49 -6.162 -2.956 0.653  -0.173
H50 -5.248 -3.520 2.206  0.409
H51 -4.949 -5.907 0.106  0.244
H52 -4.738 -4.811 -1.371  0.074
H53 -6.148 -4.698 -0.391  0.384
H54 -5.378 0.086 2.000  0.224
H55 -6.329 -0.628 1.086  0.281
C21 -0.138 -1.696 5.482  -1.620
C22 0.112 -1.239 4.110  1.025
C23 0.174 0.282 4.113  0.332
O9 0.506 0.822 2.852  0.189
C24 -0.507 1.763 2.458  0.034
N7 1.388 -1.699 3.454  -0.023
H56 0.631 -1.347 6.207  0.138
H57 0.004 -2.729 5.408  0.620
H58 -1.144 -1.449 5.835  0.258
H59 -0.769 -1.453 3.507  -0.316
H60 0.841 0.612 4.853  0.383
H61 -0.780 0.682 4.488  -1.215
H62 -0.285 2.773 2.736  0.289
H63 -1.481 1.636 2.979  0.159
H64 -0.655 1.749 1.376  -0.812
H65 2.120 -1.521 4.204  0.118
H66 1.318 -2.658 3.135  0.454
C25 -0.240 1.460 -5.621  -1.149
C26 -1.439 1.813 -4.756  -0.169
C27 -2.563 0.765 -4.715  -0.808
O10 -1.998 -0.373 -4.134  -0.064
C28 -2.927 -1.150 -3.373  -0.435
N8 -0.840 2.145 -3.442  -0.171
H67 0.376 2.406 -5.607  0.329
H68 -0.476 1.130 -6.612  0.504
H69 0.302 0.659 -5.089  -0.064
H70 -1.957 2.690 -5.144  0.521
H71 -2.997 0.623 -5.726  0.372
H72 -3.358 1.148 -4.112  0.478
H73 -2.643 -2.187 -3.428  0.347
H74 -3.900 -0.984 -3.841  0.555
H75 -2.980 -0.810 -2.333  -0.392
H76 -0.679 1.394 -2.809  -0.223
H77 -1.484 2.720 -2.903  0.067
C29 -6.124 -2.285 -4.995  -1.476
C30 -6.716 -1.709 -3.693  0.275
C31 -5.947 -2.378 -2.553  -0.676
O11 -6.559 -2.159 -1.300  0.093
C32 -7.937 -2.217 -1.137  -0.970
N9 -6.479 -0.238 -3.588  -0.382
H78 -6.704 -3.106 -5.377  0.413
H79 -5.034 -2.560 -4.908  0.234
H80 -6.043 -1.571 -5.811  0.436
H81 -7.784 -1.968 -3.767  0.446
H82 -4.945 -2.019 -2.557  -0.042
H83 -5.859 -3.398 -2.806  0.316
H84 -8.062 -2.146 -0.053  0.327
H85 -8.318 -3.231 -1.473  0.314
H86 -8.439 -1.371 -1.684  0.315
H87 -6.605 0.082 -2.670  0.196
H88 -6.997 0.329 -4.268  0.248
C33 4.391 2.100 -5.019  -1.202
C34 5.489 2.993 -4.448  0.406
C35 6.298 3.623 -5.558  -0.863
O12 6.932 2.547 -6.263  -0.282
C36 7.715 2.950 -7.376  -0.668
N10 4.782 3.984 -3.593  -0.523
H89 4.166 2.380 -6.081  0.410
H90 3.473 2.070 -4.395  0.183
H91 4.783 1.091 -5.081  0.331
H92 6.126 2.444 -3.849  0.206
H93 7.066 4.295 -5.174  0.478
H94 5.580 4.197 -6.248  0.314
H95 8.180 1.989 -7.782  0.212
H96 8.524 3.648 -7.025  0.278
H97 7.084 3.480 -8.140  0.290
H98 5.376 4.777 -3.385  0.223
H99 3.943 4.373 -3.966  0.239
C37 2.778 -2.509 -4.856  -1.545
C38 1.582 -2.101 -4.024  0.179
C39 0.778 -3.305 -3.549  -0.756
O13 0.023 -3.696 -4.617  -0.385
C40 -0.781 -4.836 -4.321  -0.528
N11 2.154 -1.340 -2.870  0.578
H100 2.516 -3.271 -5.576  0.436
H101 3.406 -2.977 -4.065  0.267
H102 3.349 -1.639 -5.259  0.287
H103 0.921 -1.547 -4.638  0.279
H104 0.204 -2.952 -2.618  0.263
H105 1.350 -4.133 -3.228  0.742
H106 -1.080 -5.351 -5.284  0.276
H107 -1.699 -4.619 -3.704  0.094
H108 -0.176 -5.475 -3.624  0.301
H109 2.715 -0.538 -3.131  0.087
H110 1.385 -0.999 -2.345  -0.705
C41 -4.304 2.738 -0.200  -1.666
C42 -2.941 2.619 -0.864  0.422
C43 -1.957 3.890 -0.689  -0.520
O14 -1.916 4.188 0.684  -0.175
C44 -1.293 5.437 1.012  -0.850
N12 -2.261 1.346 -0.578  1.242
H111 -4.191 2.769 0.892  0.278
H112 -4.864 1.802 -0.354  0.241
H113 -4.919 3.572 -0.526  0.472
H114 -3.208 2.643 -1.927  0.285
H115 -2.453 4.626 -1.306  0.648
H116 -1.005 3.549 -1.132  0.007
H117 -1.670 6.324 0.589  0.408
H118 -0.207 5.514 0.646  0.182
H119 -1.431 5.468 2.074  0.288
H120 -2.504 1.029 0.313  -0.068
H121 -2.434 0.667 -1.259  -0.966

Calculated values
HOMO level ... -12.24 eV
Total charge ... +2

***

# 2
This record from the Open Molecules 2025 dataset describes 12 unconnected molecules or ions with the total composition C44H122N10O14 at a distorted geometry. The level of theory is ωB97M-V/def2-TZVPD.

Last column: Mulliken charge in e.
Atoms and positions in Å:
C1 18.996 15.209 14.061  0.072
C2 19.589 16.617 14.077  -0.442
O1 20.900 16.594 14.584  -0.633
O2 18.734 14.689 15.327  0.594
H1 19.678 14.546 13.481  0.202
H2 18.070 15.314 13.488  -0.203
H3 18.989 17.257 14.723  0.204
H4 19.552 16.967 13.072  0.360
H5 20.955 15.946 15.293  0.364
H6 19.556 14.585 15.837  -0.320
C3 17.007 21.523 13.221  -0.148
C4 17.477 21.338 11.756  -0.318
O3 16.330 21.448 10.946  -0.465
O4 16.543 22.781 13.702  -0.603
H7 17.794 21.123 13.849  0.478
H8 16.142 20.847 13.353  -0.119
H9 17.835 20.323 11.711  0.201
H10 18.335 21.980 11.463  0.256
H11 15.912 22.284 11.174  0.280
H12 15.820 23.078 13.134  0.357
C5 19.048 9.688 17.452  -1.129
C6 17.706 8.993 17.603  0.528
C7 16.666 9.857 18.155  -0.424
O5 17.186 10.503 19.219  -0.349
C8 16.406 11.564 19.752  -0.882
N1 17.030 8.372 16.495  -0.661
H13 19.786 9.059 16.941  0.400
H14 19.426 10.008 18.412  0.402
H15 18.905 10.577 16.810  0.018
H16 17.913 8.288 18.403  0.256
H17 15.894 9.237 18.569  0.238
H18 16.257 10.560 17.437  0.117
H19 16.865 11.814 20.677  0.453
H20 15.346 11.343 19.883  0.481
H21 16.477 12.428 19.080  0.142
H22 17.592 7.737 15.954  0.304
H23 16.593 9.071 15.887  0.013
C9 17.911 11.567 12.793  -1.303
C10 17.208 10.220 12.851  1.152
C11 15.783 10.428 13.232  -1.053
O6 15.654 10.586 14.628  0.136
C12 14.307 10.499 14.973  -0.711
N2 17.203 9.502 11.581  -0.741
H24 17.720 12.072 11.877  0.496
H25 18.997 11.605 12.841  0.441
H26 17.505 12.173 13.629  -0.049
H27 17.674 9.562 13.617  0.034
H28 15.273 9.517 12.943  0.549
H29 15.289 11.253 12.675  0.000
H30 13.987 9.455 14.899  0.476
H31 13.607 11.192 14.375  0.077
H32 14.201 10.805 15.997  0.122
H33 18.071 9.559 11.054  0.214
H34 16.921 8.542 11.556  0.191
C13 17.140 17.276 10.479  -0.856
C14 16.097 17.584 9.472  -0.111
C15 14.772 17.910 10.196  1.317
O7 13.795 17.943 9.178  -0.527
C16 12.626 18.699 9.509  0.024
N3 16.548 18.613 8.576  -0.754
H35 16.738 16.517 11.088  0.192
H36 17.256 18.172 11.102  -0.180
H37 18.151 17.083 10.117  0.431
H38 15.884 16.690 8.829  0.341
H39 14.854 18.887 10.701  -0.585
H40 14.585 17.169 10.981  -0.104
H41 12.862 19.781 9.575  0.243
H42 12.432 18.335 10.518  -0.355
H43 11.855 18.579 8.796  0.396
H44 16.538 19.489 9.097  0.206
H45 15.810 18.741 7.883  0.412
C17 11.782 12.595 9.507  -1.699
C18 10.907 13.642 10.210  0.535
C19 11.164 13.460 11.714  -0.658
O8 10.230 14.223 12.478  0.032
C20 8.922 13.692 12.455  -1.029
N4 11.141 15.019 9.700  -0.672
H46 12.836 12.659 9.851  0.278
H47 11.642 12.726 8.453  0.431
H48 11.476 11.563 9.793  0.402
H49 9.948 13.250 9.927  0.504
H50 12.122 13.953 11.928  -0.188
H51 11.192 12.406 11.967  0.707
H52 9.020 12.607 12.575  0.383
H53 8.389 13.837 11.493  0.271
H54 8.395 14.210 13.231  0.252
H55 12.159 15.175 9.813  0.182
H56 10.757 15.608 10.384  0.299
C21 13.295 13.311 19.732  -1.370
C22 13.392 14.887 19.431  2.708
C23 13.494 15.660 20.723  -1.023
O9 12.284 15.557 21.459  -0.265
C24 12.362 16.351 22.603  -0.837
N5 14.546 15.321 18.646  -0.439
H57 13.197 12.754 18.796  0.282
H58 12.473 13.061 20.412  0.424
H59 14.202 12.956 20.280  0.258
H60 12.460 15.179 18.933  -1.710
H61 13.686 16.703 20.464  0.444
H62 14.329 15.277 21.355  0.383
H63 12.276 17.410 22.362  0.301
H64 13.339 16.146 23.013  0.342
H65 11.572 15.980 23.233  0.240
H66 14.465 15.101 17.670  -0.029
H67 15.365 14.838 18.945  0.263
C25 8.933 13.769 19.571  -1.610
C26 9.291 14.763 18.480  1.996
C27 8.862 14.356 17.129  -0.639
O10 9.427 13.148 16.677  -0.481
C28 10.792 13.266 16.219  0.212
N6 8.442 15.985 18.823  -0.797
H68 9.582 12.872 19.515  0.272
H69 7.916 13.551 19.301  0.403
H70 8.964 14.244 20.538  0.461
H71 10.339 15.072 18.473  -1.039
H72 9.000 15.158 16.361  0.125
H73 7.770 14.196 17.142  0.354
H74 11.477 13.668 16.969  -0.094
H75 10.868 13.942 15.374  -0.081
H76 11.134 12.303 15.876  0.310
H77 8.602 16.760 18.193  0.273
H78 8.779 16.234 19.738  0.278
C29 9.937 18.266 12.831  -1.880
C30 11.269 18.100 13.537  0.945
C31 11.135 17.712 14.999  -0.193
O11 12.450 17.707 15.562  0.271
C32 12.315 17.396 16.922  -1.036
N7 12.114 17.252 12.710  1.080
H79 9.319 17.347 12.806  0.233
H80 10.034 18.556 11.782  0.361
H81 9.300 19.032 13.267  0.486
H82 11.613 19.108 13.487  -0.220
H83 10.776 16.656 15.161  -0.410
H84 10.540 18.498 15.538  0.483
H85 13.245 17.428 17.446  0.354
H86 11.817 16.422 17.021  0.153
H87 11.693 18.201 17.312  0.507
H88 13.073 17.088 13.058  -0.897
H89 11.663 16.364 12.586  -0.224
C33 12.592 22.160 11.724  -1.021
C34 13.094 23.140 12.750  0.861
C35 13.536 22.554 14.108  -0.543
O12 12.459 21.929 14.643  -0.397
C36 12.778 21.377 15.918  -0.572
N8 14.289 23.908 12.321  -0.666
H90 13.416 21.459 11.424  -0.028
H91 12.342 22.660 10.792  0.485
H92 11.773 21.595 12.206  0.265
H93 12.298 23.864 12.997  0.217
H94 13.907 23.396 14.762  0.328
H95 14.361 21.841 14.004  -0.087
H96 13.433 20.525 15.809  0.089
H97 11.824 21.152 16.417  0.194
H98 13.254 22.158 16.502  0.490
H99 14.512 24.670 12.940  0.216
H100 14.087 24.355 11.432  0.241
C37 19.278 13.616 18.651  -0.230
C38 20.715 14.134 18.772  0.141
C39 21.648 13.404 17.861  -1.147
O13 21.156 13.650 16.550  -0.040
C40 21.939 12.993 15.527  -1.004
N9 20.907 15.603 18.728  -0.692
H101 18.860 13.715 17.674  -0.379
H102 18.702 14.184 19.429  0.332
H103 19.220 12.576 19.019  0.209
H104 21.035 13.862 19.793  0.568
H105 21.603 12.347 18.092  0.447
H106 22.658 13.832 18.008  0.381
H107 23.014 13.059 15.701  0.335
H108 21.694 13.528 14.594  0.250
H109 21.817 11.964 15.412  0.328
H110 20.844 15.987 19.664  0.302
H111 20.166 16.039 18.191  0.226
C41 13.871 14.452 14.042  0.336
C42 15.273 14.634 14.492  1.743
C43 15.533 16.059 14.898  -0.616
O14 15.327 16.815 13.718  0.769
C44 15.381 18.220 13.891  -1.002
N10 15.624 13.666 15.574  0.153
H112 13.740 13.591 13.385  0.055
H113 13.342 15.344 13.700  -1.559
H114 13.336 14.129 14.954  0.025
H115 15.925 14.454 13.637  0.036
H116 16.555 16.155 15.297  0.202
H117 14.797 16.407 15.645  -0.345
H118 16.366 18.504 14.299  0.341
H119 14.633 18.553 14.607  0.548
H120 15.159 18.651 12.902  -0.290
H121 16.505 13.917 16.034  -0.140
H122 15.679 12.745 15.184  -0.465

Calculated values
HOMO level ... -8.77 eV
Energy relative to the best compared isomer or geometry (same formula, charge and spin) ... 145.0 kcal/mol
SMILES ... COC[C@H](C)N.COC[C@H](C)N.COC[C@H](C)N.COC[C@H](C)N.COC[C@H](C)N.COC[C@H](C)N.COC[C@H](C)N.COC[C@H](C)N.COC[C@H](C)N.COC[C@H](C)N.OCCO.OCCO
Total charge ... 0